# 1
Entry from OMol25: one molecule with the formula C5H13NO (ωB97M-V with the def2-TZVPD basis set).

Structure (XYZ):
```
20
Properties=species:S:1:pos:R:3
C 1.136 -0.661 -0.421
C 2.061 0.408 0.190
H -0.948 -1.772 -1.795
H -2.180 -0.512 -1.516
H -0.724 -0.103 -2.396
C -2.083 0.838 0.935
H -0.718 -1.176 0.416
H 1.340 -1.526 0.215
H 2.952 0.494 -0.432
H -2.735 0.218 0.358
H -2.439 1.843 1.156
H -2.011 0.345 1.926
O 2.405 0.028 1.520
H 3.359 0.111 1.615
N -0.760 0.883 0.318
H -0.069 1.161 0.999
C -1.114 -0.724 -1.577
C -0.391 -0.368 -0.271
H 1.356 -0.859 -1.466
H 1.561 1.373 0.226
```

Results
Structure (SMILES) ... CN[C@@H](C)CCO
Energy above the lowest of the compared OMol25 structures with the same formula, charge and spin ... 1.5857 eV
HOMO-LUMO gap ... 9.4 eV

---

# 2
Entry from OMol25: a 4-piece molecular cluster, C3H11O5 overall (ωB97M-V with the def2-TZVPD basis set).

Structure (XYZ):
```
19
Properties=species:S:1:pos:R:3
H -0.002 -1.681 -1.535
H -1.073 -2.052 -0.006
H 0.514 -2.880 -0.362
H -0.223 5.997 0.066
O 1.251 -4.622 -2.342
H -1.064 5.056 1.178
O -0.644 5.930 1.013
H -2.033 1.945 0.642
H 1.615 -1.213 0.904
H -0.583 2.243 0.274
H 2.164 -4.734 -2.101
O -1.440 0.010 0.821
O -1.385 2.636 0.426
O 0.444 0.848 1.767
C -0.257 0.075 1.116
H 0.882 -4.289 -1.434
C 0.722 -0.963 0.340
H 1.184 -0.301 -0.314
C -0.070 -2.003 -0.453
```

Results
Energy above the lowest of the compared OMol25 structures with the same formula, charge and spin ... 1.8205 eV
HOMO-LUMO gap ... 7.4 eV
Total charge ... -1

---

# 3
Entry from OMol25: C3H12O5 as an isolated structure (ωB97M-V with the def2-TZVPD basis set).

Structure (XYZ):
```
20
Properties=species:S:1:pos:R:3
H -1.404 -2.509 0.084
H -2.256 -0.422 -2.833
H -0.798 0.100 -2.342
H -1.623 -1.225 -1.009
O -1.386 -0.685 -2.468
H 2.023 -1.456 0.368
H 2.701 1.451 0.012
H 2.577 2.965 0.739
H 2.749 1.521 1.798
H 0.344 2.886 0.979
O -0.013 0.738 -0.946
C 0.026 0.746 0.249
C 2.301 1.910 0.907
O -0.655 -0.084 1.055
H -1.281 -0.882 0.480
C 0.715 1.843 1.108
O -1.909 -1.745 -0.082
H 0.790 -1.752 1.381
H 0.541 1.437 2.152
O 1.136 -1.863 0.516
```

Results
Energy above the lowest of the compared OMol25 structures with the same formula, charge and spin ... 1.0975 eV
HOMO-LUMO gap ... 10.5 eV

---

# 4
Entry from OMol25: C3H2CsLiO3 as an isolated structure (ωB97M-V with the def2-TZVPD basis set).

Structure (XYZ):
```
10
Properties=species:S:1:pos:R:3
Li 0.648 -2.006 -0.006
O -0.590 -1.155 -1.112
Cs -0.982 1.640 -5.755
H -0.143 -0.248 2.894
C 0.146 -0.367 1.835
H 0.510 1.483 1.414
C -0.518 0.054 -1.395
C -0.215 0.628 0.984
O -0.155 0.906 -0.391
O 1.299 -0.935 1.533
```

Results
HOMO-LUMO gap (spin up / spin down) ... 2.8 / 2.5 eV

---

# 5
Entry from OMol25: a 2-piece molecular cluster, C5H4Cl2N2O overall (ωB97M-V with the def2-TZVPD basis set).

Structure (XYZ):
```
14
Properties=species:S:1:pos:R:3
H 1.953 -1.911 -1.317
H -0.626 -0.452 -1.007
C 0.372 -0.400 -1.226
N -1.667 2.014 0.500
C -1.960 1.112 1.206
O -1.308 2.924 -0.071
C 1.521 -0.026 -0.322
C 1.176 -1.463 -0.790
N -2.574 -0.785 2.719
H 0.972 -2.062 0.063
H 0.503 -0.157 -2.317
C -2.266 0.078 2.010
Cl 2.851 0.891 -0.815
Cl 1.052 0.238 1.366
```

Results
Structure (SMILES) ... N#CC#[N+][O-].ClC1(Cl)CC1
Energy above the lowest of the compared OMol25 structures with the same formula, charge and spin ... 2.8567 eV
HOMO-LUMO gap ... 10.0 eV

---

# 6
Entry from OMol25: a 2-piece molecular cluster, C5H11O2 overall (ωB97M-V with the def2-TZVPD basis set).

Structure (XYZ):
```
18
Properties=species:S:1:pos:R:3
H 1.260 0.574 -1.835
H -0.759 -0.759 -1.806
C 0.769 -1.996 -0.919
C 0.701 0.506 -0.897
C -0.146 -0.768 -0.897
O -1.112 2.866 0.881
H -0.404 -0.823 1.229
H 1.384 0.480 -0.049
H 1.431 -1.976 -1.787
H -1.732 -1.644 0.335
H 1.395 -1.976 -0.022
O 0.012 1.529 2.305
H -1.568 0.149 0.448
H 0.191 -2.924 -0.914
C -1.039 -0.794 0.343
C -0.412 2.626 1.890
H 0.089 1.400 -0.766
H -0.061 3.531 2.461
```

Results
Energy above the lowest of the compared OMol25 structures with the same formula, charge and spin ... 0.0790 eV
HOMO-LUMO gap ... 7.9 eV
Total charge ... -1

---

Looking at E for the records above, in order, we have -8932.425, -13527.840, -13542.758, -10033.160, -35316.968, -9459.950 eV.
Looking at max |F| for the records above, in order, we have 2.288, 4.756, 3.900, 4.919, 7.647, 0.566 eV Å⁻¹.